No. 1
This record from the OMol25 dataset describes a molecular structure, C24H28N3OPdS2. The level of theory is the ωB97M-V functional and the def2-TZVPD basis.

Summary:
gap between HOMO and LUMO = 5.136 eV
LUMO level = -5.6 eV
ΔE to the lowest compared entry with this formula, charge and spin = 11.26 kJ/mol
maximum force = 0.01138 Eh/bohr
HOMO energy = -10.7 eV

```
! RIJCOSX wB97M-V def2-TZVPD def2/J DEFGRID3
* xyz 1 1
Pd 0.1265 0.5243 -0.9675
O -1.0505 -1.3438 2.4217
C -1.5990 -2.6402 2.1627
C -3.0041 -2.5514 1.5949
C -3.0542 -1.8446 0.2401
C -2.2667 -2.5316 -0.8498
C -2.4084 -3.8975 -1.0832
C -1.7271 -4.4847 -2.1329
C -0.9244 -3.6879 -2.9333
C -0.8363 -2.3416 -2.6324
N -1.4814 -1.7647 -1.6125
H -1.5141 -0.9671 3.1776
H -1.5879 -3.2408 3.0754
H -0.9217 -3.1091 1.4475
H -3.6419 -2.0185 2.3067
H -3.4192 -3.5589 1.5189
H -2.6776 -0.8249 0.3331
H -4.0957 -1.7698 -0.0844
H -3.0601 -4.4901 -0.4556
H -1.8285 -5.5441 -2.3289
H -0.3764 -4.0949 -3.7712
H -0.2109 -1.6928 -3.2323
C -2.3736 3.5166 1.4670
C -1.6990 2.6498 0.4539
S -0.8642 1.3345 0.9329
C -1.8145 2.9762 -0.9632
C -2.5402 4.2121 -1.3846
S -1.1695 1.9867 -2.0863
H -2.2573 3.1087 2.4675
H -3.4375 3.6110 1.2408
H -1.9482 4.5225 1.4480
H -3.5871 4.1618 -1.0777
H -2.4947 4.3439 -2.4622
H -2.1027 5.0880 -0.9011
C 1.9399 -0.4443 1.4446
N 1.7304 -0.3343 0.0067
C 2.6797 -0.6642 -0.8119
C 2.4837 -0.4568 -2.1969
C 3.2253 -0.6880 -3.3553
C 2.4428 -0.2323 -4.4190
C 1.2581 0.2637 -3.8728
N 1.2869 0.1305 -2.5364
C 2.6099 0.7680 2.0538
C 2.5607 2.0252 1.4616
C 3.1474 3.1200 2.0848
C 3.7885 2.9696 3.3038
C 3.8515 1.7143 3.8946
C 3.2692 0.6225 3.2714
H 2.5347 -1.3372 1.6575
H 0.9668 -0.6134 1.9082
H 3.6051 -1.0835 -0.4230
H 4.2035 -1.1378 -3.4075
H 2.6950 -0.2502 -5.4660
H 0.4131 0.7013 -4.3825
H 2.0962 2.1503 0.4905
H 3.1157 4.0906 1.6065
H 4.2506 3.8212 3.7848
H 4.3642 1.5837 4.8384
H 3.3291 -0.3560 3.7346
*
```


No. 2
This record from the OMol25 dataset describes a molecular structure, C24H29AsCl2N4S4SeY. The level of theory is the ωB97M-V functional and the def2-TZVPD basis.

Summary:
gap between HOMO and LUMO = 6.504 eV
LUMO level = 1.8 eV
ΔE to the lowest compared entry with this formula, charge and spin = 15.66 kJ/mol
maximum force = 0.00883 Eh/bohr
HOMO energy = -4.7 eV

```
! RIJCOSX wB97M-V def2-TZVPD def2/J DEFGRID3
* xyz -1 1
Y -0.0485 -0.3698 -0.0236
S 4.9281 -0.5987 1.4615
As 2.8621 -0.6998 1.4962
S 1.8669 1.2062 0.9720
S 1.9542 -2.0963 0.0447
S 2.1491 -1.3223 3.4936
Se 0.0735 -2.6338 2.8243
N -1.2442 -2.8119 3.9453
C -2.1438 -1.8003 3.7158
C -3.3200 -1.5332 4.4033
C -4.1457 -0.5279 3.9133
C -3.7800 0.1783 2.7720
N -2.6500 -0.0359 2.0975
C -1.8535 -0.9885 2.5859
N -0.6802 -1.2748 1.9715
H -3.5824 -2.1141 5.2780
H -5.0791 -0.2916 4.4061
H -4.4280 0.9529 2.3768
C 2.4408 2.1074 -3.4926
C 1.1183 1.4421 -3.7744
C 0.4612 1.6302 -4.9858
C -0.7216 0.9409 -5.2342
C -1.4305 1.0954 -6.5560
C -1.2574 0.0956 -4.2741
C -0.6501 -0.1036 -3.0135
C 0.5684 0.6010 -2.8194
N -1.1196 -0.8598 -1.9754
C -2.2184 -1.8079 -2.0983
C -1.9452 -2.9047 -3.1406
C -3.0641 -3.9515 -3.1271
C -4.4070 -3.2718 -3.4164
C -4.7024 -2.2244 -2.3368
C -4.7579 -2.9062 -0.9679
C -3.4077 -3.5671 -0.6837
C -3.1190 -4.6239 -1.7526
C -2.3169 -2.4979 -0.7254
C -3.5982 -1.1610 -2.3427
H 2.5843 2.9851 -4.1234
H 3.2630 1.4152 -3.6851
H 2.5220 2.4084 -2.4465
H 0.8798 2.2903 -5.7371
H -0.9793 1.8864 -7.1546
H -2.4849 1.3363 -6.4100
H -1.3821 0.1679 -7.1310
H -2.1751 -0.4166 -4.5193
H 1.2079 0.4791 -1.9396
H -0.9831 -3.3683 -2.9000
H -1.8474 -2.4745 -4.1390
H -2.8607 -4.7047 -3.8944
H -5.2070 -4.0195 -3.4395
H -4.3793 -2.7952 -4.4022
H -5.6631 -1.7436 -2.5454
H -5.5559 -3.6561 -0.9483
H -4.9826 -2.1682 -0.1914
H -3.4214 -4.0322 0.3060
H -3.8978 -5.3938 -1.7372
H -2.1662 -5.1192 -1.5420
H -1.3438 -2.9495 -0.4851
H -2.5426 -1.7367 0.0338
H -3.7724 -0.4244 -1.5506
H -3.6243 -0.6165 -3.2861
Cl -1.6056 2.2412 -0.3160
C -0.3962 3.3411 -1.0420
Cl -0.8835 5.0286 -0.8606
H -0.3329 3.1005 -2.0968
H 0.5422 3.1814 -0.5213
*
```


No. 3
This record from the OMol25 dataset describes a molecular structure, C24H29AsCl2N7O2SSc. The level of theory is the ωB97M-V functional and the def2-TZVPD basis.

Summary:
gap between HOMO and LUMO = 7.096 eV
LUMO level = -5.9 eV
ΔE to the lowest compared entry with this formula, charge and spin = 0.00 kJ/mol
maximum force = 0.05410 Eh/bohr
HOMO energy = -12.9 eV

```
! RIJCOSX wB97M-V def2-TZVPD def2/J DEFGRID3
* xyz 2 1
Sc -0.2477 0.1977 -0.1715
C -2.7503 -0.6911 3.8396
C -2.3434 -1.9594 4.3221
C -1.3903 -2.6462 3.6096
C -0.8896 -2.1421 2.3904
N -1.2010 -0.8852 1.9713
C -2.1607 -0.2209 2.6752
N -0.1996 -3.0342 1.6749
C 0.4881 -2.8668 0.5911
N 0.8935 -1.6701 -0.0099
C 1.6472 -2.0152 -1.1332
N 2.2715 -1.1500 -1.9538
C 2.4211 0.1636 -1.6109
C 3.1358 0.9709 -2.5619
C 3.2285 2.3453 -2.3504
C 2.8482 2.8861 -1.0926
C 2.2379 2.0379 -0.2014
N 1.8257 0.7867 -0.5644
C 1.7814 -3.4816 -1.2344
C 2.4045 -4.3630 -2.1439
C 2.4617 -5.7220 -1.7983
C 1.7835 -6.2270 -0.7181
C 1.0580 -5.3713 0.1134
C 1.0236 -4.0308 -0.1708
H -3.6151 -0.2111 4.3243
H -2.7321 -2.3433 5.2815
H -1.1103 -3.6679 3.8608
H -2.4537 0.7307 2.2455
H 3.5393 0.5256 -3.4789
H 3.5273 3.0414 -3.1782
H 2.8776 3.9801 -0.8770
H 1.9696 2.3058 0.7979
H 2.8095 -3.9874 -3.0946
H 2.9218 -6.3913 -2.5146
H 1.8217 -7.3168 -0.5542
H 0.4647 -5.7898 0.9547
Cl -3.5588 0.3811 -0.7548
C -4.1329 -1.3081 -1.1597
Cl -2.9789 -2.7479 -0.9170
H -4.3308 -1.3008 -2.2268
H -5.0189 -1.5270 -0.5677
C -0.3262 -1.7616 -4.7560
O -0.1943 -0.3254 -4.4609
C -0.3744 0.0402 -3.1979
O -0.5928 -0.6697 -2.1798
N -0.2840 1.4102 -3.0842
N -0.5954 1.8964 -1.7998
H -0.0964 -1.8889 -5.8134
H -1.3213 -2.1315 -4.5045
H 0.4157 -2.3366 -4.1514
H -0.5529 2.0067 -3.8893
H -1.5652 2.2383 -1.7355
H 0.0432 2.6609 -1.5439
C -0.7325 5.7580 1.5142
As -0.4237 4.1486 2.5336
C -1.5663 4.2047 4.1012
C 1.3992 4.0845 3.2000
S -0.9067 2.4424 1.2243
H -0.7525 6.7031 2.0880
H -1.7136 5.5988 1.0323
H -0.0099 5.7687 0.6607
H -1.2142 4.8929 4.8694
H -1.6783 3.2125 4.5644
H -2.5804 4.4995 3.7644
H 1.4722 4.6058 4.1665
H 2.0843 4.6110 2.4934
H 1.7390 3.0456 3.2908
*
```


No. 4
This record from the OMol25 dataset describes a molecular structure, C24H29BCl2F4N7O10SSr. The level of theory is the ωB97M-V functional and the def2-TZVPD basis.

Summary:
gap between HOMO and LUMO = 8.025 eV
LUMO level = 2.4 eV
ΔE to the lowest compared entry with this formula, charge and spin = 88.35 kJ/mol
maximum force = 0.01137 Eh/bohr
HOMO energy = -5.6 eV

```
! RIJCOSX wB97M-V def2-TZVPD def2/J DEFGRID3
* xyz -1 1
Sr -0.8357 0.0556 0.1777
O -3.2031 -2.9513 -1.0200
Cl -2.2217 -2.7994 0.0029
O -2.0655 -4.0056 0.7480
O -2.5990 -1.7016 0.8959
O -0.9423 -2.3980 -0.5777
O 0.2030 3.2544 1.1675
Cl 0.9376 2.1447 1.6765
O 1.9715 2.5535 2.5689
O 1.5022 1.3873 0.5584
O 0.0267 1.2171 2.3343
N -2.4540 5.5162 -0.8736
C -3.3932 5.3568 0.0747
O -4.2245 6.2132 0.3475
C -3.3701 4.0608 0.8357
C -3.9013 4.0318 2.1176
C -3.8727 2.8474 2.8325
C -3.3221 1.7256 2.2332
N -2.8399 1.7348 0.9923
C -2.8625 2.8834 0.3109
H -2.5108 6.3596 -1.4180
H -1.7388 4.8419 -1.1208
H -4.3196 4.9426 2.5255
H -4.2573 2.7865 3.8411
H -3.2660 0.7802 2.7612
H -2.4669 2.8438 -0.6978
C 2.9375 -1.2809 1.4532
N 2.5926 -2.4181 2.2865
C 3.5259 -3.5240 2.3533
C 3.2504 -4.3266 3.6077
C 1.8166 -4.8127 3.5668
N 0.9038 -3.7407 3.2298
C -0.4985 -4.0085 3.4781
C 1.2551 -2.6139 2.5274
O 0.4048 -1.8051 2.1650
H 4.0237 -1.1819 1.4378
H 2.5069 -0.3757 1.8668
H 2.5856 -1.4025 0.4246
H 4.5356 -3.1118 2.3677
H 3.4518 -4.1666 1.4643
H 3.4023 -3.6856 4.4789
H 3.9294 -5.1770 3.6835
H 1.5218 -5.2187 4.5388
H 1.7176 -5.6300 2.8388
H -0.6809 -4.0832 4.5548
H -0.7996 -4.9459 3.0042
H -1.0973 -3.2097 3.0572
F -1.9994 2.7556 -2.9396
B -0.6494 2.8652 -2.5702
F -0.3964 1.8782 -1.5460
F 0.2023 2.6504 -3.6311
F -0.4476 4.1337 -1.9867
N -4.4016 0.1785 -3.1544
C -3.8400 0.2929 -1.9205
N -2.5769 -0.0023 -1.9085
C -2.2595 -0.3340 -3.2180
C -1.0427 -0.7114 -3.7781
C -1.0170 -0.9723 -5.1333
C -2.1700 -0.8617 -5.9240
C -3.3839 -0.4828 -5.3837
C -3.4012 -0.2212 -4.0194
H -5.3527 0.3960 -3.3853
H -4.4112 0.5915 -1.0555
H -0.1430 -0.7879 -3.1811
H -0.0830 -1.2595 -5.5978
H -2.1053 -1.0717 -6.9841
H -4.2712 -0.3897 -5.9968
S 3.2058 -1.2648 -2.3100
C 4.1659 -0.1866 -1.4748
N 3.6010 0.8724 -0.8172
C 4.2613 1.7506 -0.0303
C 5.6089 1.6632 0.1158
C 6.2727 0.6164 -0.5652
C 5.5831 -0.2778 -1.3277
H 2.5900 0.9447 -0.8533
H 3.6382 2.4834 0.4620
H 6.1358 2.3665 0.7414
H 7.3472 0.5132 -0.4715
H 6.0805 -1.0908 -1.8350
*
```


No. 5
This record from the OMol25 dataset describes a molecular structure, C24H29BeCl2N4O2S5. The level of theory is the ωB97M-V functional and the def2-TZVPD basis.

Summary:
gap between HOMO and LUMO = 6.622 eV
LUMO level = -3.1 eV
ΔE to the lowest compared entry with this formula, charge and spin = 51.95 kJ/mol
maximum force = 0.00767 Eh/bohr
HOMO energy = -9.8 eV

```
! RIJCOSX wB97M-V def2-TZVPD def2/J DEFGRID3
* xyz 1 1
Be -0.9796 0.6471 1.1776
N 1.9352 3.6804 2.8196
C 1.4804 2.2809 2.4874
C 2.4881 1.5590 1.6184
C 1.9448 0.1680 1.2885
N 0.6936 0.2525 0.4955
C 1.6581 -0.6138 2.5702
C 0.6740 0.1077 3.4913
N -0.6895 0.0640 2.8924
C 1.1406 1.5406 3.7682
H 2.2965 4.1555 1.9864
H 2.6604 3.6893 3.5386
H 1.1210 4.2383 3.1535
H 0.5630 2.4348 1.9327
H 3.4429 1.4400 2.1403
H 2.6758 2.1205 0.6974
H 2.6985 -0.3650 0.7055
H 0.4515 -0.6918 0.1879
H 0.8524 0.7402 -0.3848
H 2.5956 -0.7675 3.1081
H 1.2774 -1.6079 2.3215
H 0.6462 -0.4062 4.4543
H -1.3522 0.5464 3.4963
H -0.9961 -0.9086 2.8754
H 2.0259 1.4740 4.4105
H 0.3683 2.0858 4.3186
C -0.1843 7.2016 2.7737
S -0.8260 5.5107 2.7400
C -0.3817 4.9758 1.1187
C -0.7825 3.7795 0.6505
S -1.7878 2.6387 1.5027
S -0.0906 3.3238 -0.8959
C 1.0770 4.6040 -1.0276
S 2.2387 4.6774 -2.1614
S 0.7875 5.8614 0.1514
H -0.5299 7.6146 3.7195
H -0.6085 7.7966 1.9677
H 0.9022 7.2422 2.7416
Cl -1.8503 -5.4162 -0.1132
C -1.6441 -5.7904 -1.7963
C -1.5322 -7.1149 -2.1765
C -1.3445 -7.4285 -3.5125
C -1.3049 -6.4180 -4.4578
C -1.4536 -5.0983 -4.0653
Cl -1.5316 -3.8839 -5.3003
C -1.5943 -4.7397 -2.7195
N -1.7469 -3.4155 -2.3040
C -0.8162 -2.4124 -2.5738
C 0.4728 -2.7173 -3.0223
C 1.3824 -1.7189 -3.3197
C 1.0289 -0.3828 -3.1785
C -0.2420 -0.0784 -2.7140
C -1.1690 -1.0638 -2.3887
C -2.5185 -0.6634 -1.8363
C -2.5754 -1.0436 -0.3634
O -3.1415 -2.0416 0.0282
O -1.8795 -0.2774 0.4333
H -1.5829 -7.8870 -1.4222
H -1.2422 -8.4603 -3.8178
H -1.1872 -6.6414 -5.5086
H -2.3352 -3.2709 -1.4895
H 0.7535 -3.7550 -3.1464
H 2.3658 -1.9882 -3.6828
H 1.7167 0.4062 -3.4549
H -0.5511 0.9594 -2.6356
H -3.3345 -1.1641 -2.3574
H -2.6290 0.4160 -1.9365
*
```


No. 6
This record from the OMol25 dataset describes a molecular structure, C24H29BrGeN2O2Ti. The level of theory is the ωB97M-V functional and the def2-TZVPD basis.

Summary:
gap between HOMO and LUMO (spin up / spin down) = 7.319 / 7.428 eV
LUMO level (spin up / spin down) = -3.7 / -3.8 eV
ΔE to the lowest compared entry with this formula, charge and spin = 52.44 kJ/mol
maximum force = 0.01749 Eh/bohr
<S²> = 0.75
HOMO energy (spin up / spin down) = -11.0 / -11.2 eV

```
! RIJCOSX wB97M-V def2-TZVPD def2/J DEFGRID3
* xyz 1 2
Ti 1.1473 0.6913 0.8208
Br 2.8461 5.8801 -4.0850
C 2.4762 4.3223 -3.0890
C 1.8252 3.2475 -3.6955
C 1.5600 2.1010 -2.9803
C 1.9119 1.9924 -1.6319
O 1.6711 0.8503 -0.9861
C 2.5456 3.0958 -1.0158
C 2.9507 3.1023 0.3695
N 2.3652 2.4506 1.3159
C 2.9697 2.4112 2.6060
C 3.4978 3.4806 3.2703
C 4.1062 3.2975 4.5321
C 4.1750 2.0600 5.1039
C 3.6113 0.9392 4.4471
C 3.6289 -0.3732 4.9720
C 3.0375 -1.3911 4.2779
C 2.4051 -1.1083 3.0574
N 2.3843 0.0980 2.5272
C 2.9892 1.1248 3.2019
C 2.8548 4.2385 -1.7736
H 1.5438 3.3122 -4.7377
H 1.0922 1.2488 -3.4564
H 3.8184 3.7154 0.6208
H 3.4440 4.4702 2.8346
H 4.5207 4.1548 5.0438
H 4.6487 1.9212 6.0668
H 4.1091 -0.5578 5.9248
H 3.0311 -2.4033 4.6545
H 1.8876 -1.8828 2.5055
H 3.3733 5.0658 -1.3058
C -3.5949 -1.4283 -4.3270
C -2.4711 -1.0767 -3.3623
C -2.9059 -0.0772 -2.2957
C -1.7847 0.2835 -1.3186
Ge -1.1395 -1.2547 -0.3032
C -2.5589 -2.2724 0.5484
C -3.2192 -3.2940 -0.3813
C -4.2822 -4.1246 0.3310
C -4.9433 -5.1386 -0.5934
H -3.2659 -2.1409 -5.0827
H -3.9600 -0.5380 -4.8416
H -4.4395 -1.8716 -3.7950
H -1.6184 -0.6665 -3.9128
H -2.1055 -1.9950 -2.8875
H -3.7591 -0.4838 -1.7431
H -3.2713 0.8291 -2.7858
H -2.1451 0.9991 -0.5742
H -0.9486 0.7539 -1.8524
H -0.1311 -2.1682 -1.0156
H -3.2981 -1.5735 0.9481
H -2.1162 -2.7809 1.4091
H -2.4610 -3.9652 -0.7992
H -3.6808 -2.7895 -1.2352
H -5.0381 -3.4534 0.7490
H -3.8234 -4.6380 1.1812
H -5.4308 -4.6418 -1.4346
H -5.6995 -5.7218 -0.0687
H -4.2081 -5.8354 -1.0004
O -0.1281 -0.4908 1.0476
*
```


No. 7
This record from the OMol25 dataset describes a molecular structure, C24H29BrN2O11PbS2Se. The level of theory is the ωB97M-V functional and the def2-TZVPD basis.

Summary:
gap between HOMO and LUMO = 8.555 eV
LUMO level = 0.2 eV
ΔE to the lowest compared entry with this formula, charge and spin = 0.00 kJ/mol
maximum force = 0.01187 Eh/bohr
HOMO energy = -8.3 eV

```
! RIJCOSX wB97M-V def2-TZVPD def2/J DEFGRID3
* xyz 0 1
Pb 0.5600 -0.6197 0.3978
C -0.7341 -4.1594 0.8755
O 0.2883 -3.2775 1.3047
C 1.1377 -3.8409 2.2833
C 2.2931 -2.8960 2.5414
O 1.8843 -1.5682 2.8389
C 1.2886 -1.3660 4.1057
C -0.2222 -1.3450 4.0556
O -0.6203 -0.2650 3.2373
C -2.0291 -0.1530 3.1404
H -0.3047 -5.0469 0.4015
H -1.3592 -4.4705 1.7193
H -1.3473 -3.6180 0.1582
H 0.5621 -4.0486 3.1959
H 1.5539 -4.7953 1.9339
H 2.9044 -3.2941 3.3598
H 2.9066 -2.8121 1.6466
H 1.6266 -2.1278 4.8175
H 1.6341 -0.3914 4.4596
H -0.6367 -2.2836 3.6671
H -0.5974 -1.2072 5.0807
H -2.4669 0.0525 4.1224
H -2.2468 0.6690 2.4623
H -2.4654 -1.0713 2.7340
O 2.7035 -1.5532 -0.4023
Se 3.3597 -1.1166 -1.8503
O 4.4586 -2.1198 -2.4227
O 2.0256 -1.2502 -2.9837
O 3.7543 0.4600 -1.8247
C 1.8909 3.7347 3.0613
N 2.8063 3.0560 2.1644
C 4.1812 2.9880 2.3053
C 4.6474 2.2541 1.2735
N 3.5595 1.8798 0.5213
C 2.4357 2.3727 1.0605
S 0.8340 2.2010 0.4935
H 2.4529 4.4642 3.6393
H 1.4112 3.0210 3.7301
H 1.1240 4.2385 2.4789
H 4.6927 3.4695 3.1177
H 5.6479 1.9637 1.0137
H 3.5896 1.3778 -0.3845
Br -8.4207 -2.1998 -1.2781
C -6.5746 -1.7778 -1.2435
C -5.8676 -1.9308 -0.0618
C -4.5178 -1.6177 -0.0445
C -3.8818 -1.1625 -1.1930
C -4.6096 -1.0192 -2.3680
C -5.9610 -1.3235 -2.4000
C -2.4132 -0.8287 -1.1677
O -1.8841 -0.4760 -2.2399
O -1.8237 -0.9304 -0.0539
H -6.3677 -2.2871 0.8276
H -3.9412 -1.7210 0.8649
H -4.1024 -0.6715 -3.2572
H -6.5331 -1.2126 -3.3103
O -0.3347 5.4295 -5.4577
C 0.8159 4.8207 -5.0789
O 1.8690 5.3568 -5.2734
C 0.6739 3.4657 -4.4634
C 1.7410 2.5841 -4.5584
C 1.6672 1.3180 -4.0053
C 0.5215 0.9173 -3.3228
S 0.4381 -0.7438 -2.6151
C -0.5493 1.8022 -3.2108
C -0.4667 3.0615 -3.7802
H -1.0755 4.8208 -5.3509
H 2.6394 2.8993 -5.0714
H 2.5140 0.6615 -4.1039
H -1.4371 1.5214 -2.6733
H -1.3025 3.7380 -3.6403
*
```


> Number 4 is which compound?

C24H29BCl2F4N7O10SSr